DFT (wB97M-V/def2-TZVPD) results for C36H44N4SeV as an isolated structure.

Results
Frontier orbital gap (spin up / spin down) in eV: 5.8 / 5.8
LUMO energy (spin up / spin down) in eV: -0.904 / -0.898

ORCA input file:
```
! wB97M-V def2-TZVPD RIJCOSX def2/J DEFGRID3
* xyz 0 2
V 5.5437 13.6527 14.3085
C 5.9175 11.5044 20.1457
C 4.6707 12.3066 19.7227
C 4.8763 13.1272 18.5107
C 5.1019 14.4490 18.4890
C 5.3293 15.3442 19.6911
C 4.1162 16.1307 20.1802
C 5.1552 14.8547 17.0846
N 5.0012 13.7221 16.2910
C 4.8671 12.6764 17.1365
C 4.8959 11.3400 16.7462
C 5.0759 10.9200 15.4682
C 5.3397 9.5318 15.1240
C 5.5072 8.4044 16.0947
C 4.2201 7.6701 16.4566
C 5.4653 9.4840 13.7698
C 5.2747 10.8382 13.2936
C 5.3707 11.2150 11.9877
C 5.3376 12.5271 11.5307
N 5.2002 13.6205 12.3205
C 5.3435 14.7070 11.4639
C 5.3704 16.0087 11.8678
C 5.2725 16.4790 13.1676
N 5.2174 15.6841 14.3018
C 5.3437 16.5461 15.3265
C 5.3324 16.1371 16.6670
C 5.5173 17.8995 14.8986
C 5.4461 17.8575 13.5464
C 5.5045 18.9687 12.5565
C 4.1523 19.5985 12.1658
C 5.6735 19.0475 15.8528
C 4.3545 19.5812 16.4296
C 5.5565 14.2815 10.1438
C 5.5507 12.9259 10.1482
C 5.7451 12.0084 8.9855
C 4.3837 11.6225 8.3683
C 5.8795 15.1764 8.9785
C 4.7328 15.8064 8.2006
N 5.0339 11.6914 14.3500
C 5.7239 8.3324 12.8634
C 4.4965 7.7769 12.1234
H 5.7883 11.0569 21.1261
H 6.7503 12.1869 20.1996
H 6.1946 10.7516 19.3987
H 4.4042 12.9579 20.5623
H 3.8189 11.6280 19.5505
H 6.1803 15.9857 19.4136
H 5.6921 14.7104 20.4944
H 3.6660 16.7398 19.4290
H 4.4369 16.8037 21.0166
H 3.3353 15.4965 20.5564
H 4.9399 10.5809 17.5312
H 6.0049 8.7633 17.0167
H 6.1965 7.6692 15.6889
H 3.4691 8.3425 16.8688
H 4.3776 6.9030 17.1797
H 3.8146 7.2293 15.5685
H 5.5495 10.4649 11.1920
H 5.5285 16.7516 11.0721
H 5.4784 16.8990 17.4353
H 6.0580 18.6565 11.6487
H 6.1305 19.7305 12.9646
H 3.5102 18.8393 11.7102
H 4.2508 20.4178 11.4617
H 3.6713 19.9747 13.0414
H 6.2205 19.8373 15.3212
H 6.3847 18.7813 16.6396
H 3.6595 19.8499 15.6190
H 4.5207 20.4858 17.0070
H 3.8819 18.8801 17.0999
H 6.2445 11.0950 9.3188
H 6.3991 12.4889 8.2681
H 3.7606 11.1406 9.1232
H 4.4880 10.9994 7.4570
H 3.8510 12.5398 8.0567
H 6.4272 14.6063 8.2385
H 6.5808 15.9616 9.2797
H 4.0161 15.0270 7.9714
H 5.0912 16.2569 7.3127
H 4.2137 16.5702 8.8075
H 6.2338 7.5238 13.3991
H 6.4391 8.6363 12.1200
H 3.7105 7.4993 12.8346
H 4.7900 6.9139 11.5345
H 4.0586 8.5144 11.4362
Se 7.7084 13.6088 14.3960
*
```